C4H11NO in the gas phase in a non-equilibrium geometry, computed with ωB97M-V with the def2-TZVPD basis set.

## Properties
* energy relative to the best compared isomer or geometry (same formula, charge and spin): 96.3 kcal per mole
* electronic energy: -7860.379 eV

Atoms and positions in Å:
C (-0.4794, 1.1979, -2.1444)
O (-0.7132, -0.0706, -1.6841)
N (0.3680, -0.5892, -0.9321)
C (0.2083, -0.0563, 0.6371)
C (1.5157, -0.0553, 1.4972)
C (-0.9011, -0.9207, 1.2015)
H (-1.5071, 1.4971, -2.3828)
H (0.0864, 1.1553, -3.1180)
H (0.0029, 1.7862, -1.4774)
H (0.1771, -1.6255, -0.7722)
H (-0.2120, 0.9012, 0.2998)
H (2.0397, -0.9186, 1.6338)
H (2.1639, 0.6592, 0.9645)
H (0.9809, 0.3967, 2.3744)
H (-0.7965, -2.0427, 1.1852)
H (-1.6858, -0.7444, 0.5774)
H (-1.2478, -0.5702, 2.1399)

Taken from the natural (NBO) analysis, the atomic charges in e are: C -0.238; O -0.426; N -0.351; C -0.048; C -0.626; C -0.648; H 0.192; H 0.164; H 0.166; H 0.337; H 0.199; H 0.216; H 0.217; H 0.219; H 0.202; H 0.218; H 0.208

---

A gas-phase ion, C4H7O3 (charge -1) in a non-equilibrium geometry, computed with ωB97M-V with the def2-TZVPD basis set.

## Properties
* energy relative to the best compared isomer or geometry (same formula, charge and spin): 41.6 kcal per mole
* total charge: -1
* electronic energy: -10404.065 eV

Atoms and positions in Å:
C (-1.0324, 1.9989, -1.2369)
C (-0.3519, 0.5663, -0.8138)
O (0.9353, 0.6828, -1.4342)
C (-0.3376, 0.3901, 0.7184)
C (0.1598, -1.0842, 0.9910)
O (0.2486, -1.3671, 2.2293)
O (0.3979, -1.7097, -0.0592)
H (-1.2287, 2.5394, -0.3921)
H (-1.9128, 1.8049, -1.8692)
H (-0.1765, 2.6114, -1.5889)
H (-0.6957, -0.4943, -1.1871)
H (1.5519, -0.0753, -1.4738)
H (-1.3473, 0.6369, 1.3181)
H (0.5273, 0.9028, 1.3534)

Taken from the natural (NBO) analysis, the atomic charges in e are: C -0.644; C 0.074; O -0.794; C -0.585; C 0.774; O -0.795; O -0.790; H 0.193; H 0.200; H 0.222; H 0.226; H 0.494; H 0.205; H 0.220

---

2 unconnected molecules or ions with the total composition C6H14O, computed with ωB97M-V with the def2-TZVPD basis set.

## Properties
* energy relative to the best compared isomer or geometry (same formula, charge and spin): 30.5 kcal per mole
* electronic energy: -8495.569 eV

Atoms and positions in Å:
C (-2.9044, 0.5742, 2.9187)
C (-1.8434, -0.2172, 2.9216)
C (-0.6194, 0.0008, 2.0904)
H (-3.7664, 0.3769, 3.5426)
H (-2.9566, 1.4531, 2.2855)
H (-1.8390, -1.0834, 3.5770)
H (-0.3925, -0.8838, 1.4918)
H (-0.7360, 0.8379, 1.4007)
H (0.2501, 0.2020, 2.7198)
C (1.4909, 1.3638, -2.3864)
C (1.4727, -0.1566, -2.5226)
C (0.9701, -0.8254, -1.2636)
O (0.9501, -2.2341, -1.4768)
H (2.1235, 1.6786, -1.5543)
H (1.8630, 1.8255, -3.2996)
H (0.4866, 1.7472, -2.1952)
H (2.4745, -0.5285, -2.7481)
H (0.8250, -0.4476, -3.3521)
H (-0.0333, -0.4550, -1.0231)
H (1.6259, -0.5758, -0.4197)
H (0.5588, -2.6526, -0.7065)

Taken from the natural (NBO) analysis, the atomic charges in e are: C -0.402; C -0.171; C -0.645; H 0.198; H 0.188; H 0.193; H 0.207; H 0.211; H 0.219; C -0.605; C -0.413; C -0.055; O -0.722; H 0.201; H 0.214; H 0.201; H 0.204; H 0.205; H 0.154; H 0.153; H 0.466

---

A molecular structure, C3H8N4 in a non-equilibrium geometry, computed with ωB97M-V with the def2-TZVPD basis set.

## Properties
* energy relative to the best compared isomer or geometry (same formula, charge and spin): 113.8 kcal per mole
* electronic energy: -9196.698 eV

Atoms and positions in Å:
C (0.1403, 1.4776, -0.3392)
N (0.3206, 0.1711, 0.2774)
C (-0.0506, -0.9596, -0.2382)
N (2.0957, -0.1749, 0.5180)
C (-1.9097, -0.7465, -0.2442)
N (0.2615, -2.1316, -0.4782)
N (-2.6860, -0.3354, 0.6250)
H (2.2318, 0.1807, 1.4643)
H (2.6053, 0.4623, -0.0976)
H (1.2416, -2.3418, -0.3017)
H (-2.2767, 0.1178, 1.4431)
H (-2.2592, -1.1743, -1.1841)
H (-0.9198, 1.6745, -0.4933)
H (0.5315, 2.2355, 0.3404)
H (0.6737, 1.5445, -1.2917)

Taken from the natural (NBO) analysis, the atomic charges in e are: C -0.422; N -0.302; C 0.433; N -0.719; C 0.119; N -0.687; N -0.630; H 0.351; H 0.339; H 0.371; H 0.348; H 0.163; H 0.231; H 0.214; H 0.190

---

A molecular structure, C6H12O, computed with ωB97M-V with the def2-TZVPD basis set.

## Properties
* energy relative to the best compared isomer or geometry (same formula, charge and spin): 121.0 kcal per mole
* electronic energy: -8459.107 eV

Atoms and positions in Å:
C (-1.8490, 0.2557, 2.0209)
O (-0.5596, 0.8052, 1.8089)
C (-0.4271, 1.3924, 0.5987)
C (0.4826, -0.0973, -0.5975)
C (0.9824, -1.1465, 0.3468)
C (0.1470, -0.4004, -2.0331)
C (1.3016, 0.5002, -1.6842)
H (-2.0052, -0.6165, 1.3726)
H (-2.6201, 1.0011, 1.8035)
H (-1.8992, -0.0593, 3.0650)
H (-0.5959, 0.6574, -0.3368)
H (0.5327, 1.9136, 0.5717)
H (0.1538, -1.6627, 0.8458)
H (1.6206, -0.7141, 1.1235)
H (1.5619, -1.9006, -0.2015)
H (-0.7393, 0.0546, -2.4731)
H (0.3574, -1.4050, -2.3952)
H (1.1819, 1.5655, -1.8813)
H (2.3151, 0.1308, -1.8224)

Taken from the natural (NBO) analysis, the atomic charges in e are: C -0.250; O -0.524; C -0.119; C -0.116; C -0.620; C -0.425; C -0.435; H 0.169; H 0.188; H 0.191; H 0.252; H 0.167; H 0.215; H 0.223; H 0.215; H 0.217; H 0.216; H 0.219; H 0.218

---

5 unconnected molecules or ions with the total composition H10O5 in a non-equilibrium geometry, computed with ωB97M-V with the def2-TZVPD basis set.

## Properties
* energy relative to the best compared isomer or geometry (same formula, charge and spin): 47.9 kcal per mole
* electronic energy: -10398.774 eV

Atoms and positions in Å:
O (14.6140, 24.8540, 23.3190)
H (15.2240, 24.6230, 22.6360)
H (14.6330, 23.8910, 23.6170)
O (12.6670, 23.5230, 21.7040)
H (13.2940, 24.1250, 22.1250)
H (11.8990, 23.9280, 21.2380)
O (11.7820, 21.1320, 23.0250)
H (11.9330, 20.3680, 22.5420)
H (11.9180, 21.7450, 22.2250)
O (9.3290, 22.9870, 20.1870)
H (8.3870, 23.3870, 20.4280)
H (9.7530, 23.8190, 20.0810)
O (10.6230, 25.3080, 20.6760)
H (10.2530, 25.7540, 20.0010)
H (9.9220, 25.3680, 21.3920)

Taken from the natural (NBO) analysis, the atomic charges in e are: O -0.915; H 0.462; H 0.474; O -1.018; H 0.495; H 0.503; O -0.949; H 0.448; H 0.491; O -0.931; H 0.449; H 0.461; O -0.930; H 0.472; H 0.488

---

11 unconnected molecules or ions with the total composition C6H32BF4N12O10 in a non-equilibrium geometry, computed with ωB97M-V with the def2-TZVPD basis set.

## Properties
* energy relative to the best compared isomer or geometry (same formula, charge and spin): 36.6 kcal per mole
* total charge: -1
* electronic energy: -56659.194 eV

Atoms and positions in Å:
B (0.3860, 0.3411, 0.4988)
F (0.2823, -0.9602, -0.1161)
F (0.3968, 0.2601, 1.8664)
F (1.6015, 0.8608, 0.0756)
F (-0.6518, 1.1722, 0.1745)
O (-0.3304, 3.9617, -0.5484)
H (-0.0598, 3.1526, -0.0939)
H (-1.0816, 4.2793, -0.0398)
O (1.7220, -1.6460, 2.9215)
H (1.3805, -0.9483, 2.3295)
H (1.2308, -1.5289, 3.7379)
O (-1.2538, 2.3791, 2.9960)
H (-0.6669, 1.7877, 2.5078)
H (-0.7800, 3.2149, 3.0281)
O (1.5556, 2.2044, -2.1750)
H (0.7918, 2.6329, -1.7782)
H (1.6559, 1.3912, -1.6683)
C (-1.6239, -0.9669, -3.4918)
O (-1.0354, -1.7459, -4.2538)
N (-1.1538, -0.5499, -2.2910)
N (-2.9042, -0.5521, -3.7025)
H (-1.6343, 0.1834, -1.8021)
H (-0.2004, -0.7177, -2.0233)
H (-3.4668, -0.9042, -4.4544)
H (-3.3361, -0.0103, -2.9709)
C (-4.0556, 1.8600, -1.9934)
O (-4.1981, 1.1927, -0.9719)
N (-2.9374, 2.5307, -2.2821)
N (-4.9746, 1.8873, -2.9521)
H (-2.1025, 2.4973, -1.7123)
H (-3.0539, 3.4964, -2.5568)
H (-4.6733, 2.2579, -3.8369)
H (-5.8931, 1.5591, -2.7102)
C (2.1952, -4.6681, 0.2697)
O (2.7826, -5.5695, -0.2977)
N (1.0312, -4.1105, -0.1179)
N (2.7551, -4.0477, 1.3322)
H (0.6978, -4.5122, -0.9777)
H (0.7650, -3.2237, 0.2726)
H (3.6513, -4.2717, 1.7206)
H (2.1735, -3.4241, 1.8730)
C (2.0257, 2.4275, 3.5907)
O (1.4505, 3.2225, 2.8524)
N (2.8244, 1.4243, 3.2351)
N (1.9190, 2.5734, 4.9301)
H (3.3735, 0.9760, 3.9448)
H (2.7561, 1.0057, 2.3233)
H (2.4631, 1.9730, 5.5246)
H (1.3621, 3.2891, 5.3586)
C (-4.1060, -2.1900, 0.4701)
O (-3.6905, -3.2017, 1.0521)
N (-3.4748, -1.0107, 0.4887)
N (-5.2523, -2.1488, -0.2336)
H (-2.7019, -0.9106, 1.1201)
H (-3.8935, -0.2561, -0.0429)
H (-5.6257, -1.2268, -0.3756)
H (-5.6132, -2.9858, -0.6524)
C (5.0653, -0.8142, -1.2152)
O (4.8332, -1.7749, -1.9518)
N (4.1415, -0.4062, -0.3649)
N (6.2130, -0.1013, -1.3409)
H (4.3705, 0.3310, 0.2808)
H (3.3083, -0.9588, -0.2558)
H (6.3637, 0.5668, -0.6046)
H (6.9006, -0.5487, -1.9196)

Taken from the natural (NBO) analysis, the atomic charges in e are: B 1.327; F -0.573; F -0.556; F -0.568; F -0.563; O -0.969; H 0.497; H 0.473; O -0.986; H 0.494; H 0.471; O -0.971; H 0.487; H 0.476; O -0.958; H 0.464; H 0.483; C 0.770; O -0.681; N -0.827; N -0.854; H 0.381; H 0.426; H 0.396; H 0.376; C 0.761; O -0.699; N -0.849; N -0.830; H 0.430; H 0.389; H 0.407; H 0.412; C 0.767; O -0.688; N -0.844; N -0.865; H 0.410; H 0.413; H 0.394; H 0.403; C 0.774; O -0.689; N -0.831; N -0.839; H 0.383; H 0.425; H 0.370; H 0.407; C 0.759; O -0.692; N -0.841; N -0.863; H 0.410; H 0.418; H 0.385; H 0.402; C 0.751; O -0.678; N -0.818; N -0.849; H 0.372; H 0.432; H 0.377; H 0.413

---

A molecular structure, C20H44N4O18Zr in a non-equilibrium geometry, computed with ωB97M-V with the def2-TZVPD basis set.

## Properties
* energy relative to the best compared isomer or geometry (same formula, charge and spin): 0.0 kcal per mole
* electronic energy: -65533.527 eV

Atoms and positions in Å:
Zr (-2.6599, -2.1419, 1.8858)
O (-1.9030, -6.1420, -0.9158)
C (-1.6961, -4.9456, -1.5362)
C (-2.1277, -3.7791, -0.6197)
O (-2.2044, -3.9912, 0.7839)
H (-2.1408, -4.8523, -2.5355)
H (-0.5918, -4.8888, -1.6136)
H (-3.1108, -3.4038, -0.9696)
H (-1.5691, -2.8412, -0.8020)
O (-0.6721, -1.3263, 1.8139)
C (-0.5451, -0.3871, 0.7641)
C (-1.8900, 0.2225, 0.2203)
O (-3.0675, -0.5871, 0.4504)
H (-0.0031, -0.9403, -0.0093)
H (0.1015, 0.4173, 1.1359)
H (-1.8990, 0.3311, -0.8695)
H (-2.0037, 1.2543, 0.5698)
C (-1.4252, 4.0802, 1.5510)
N (-1.3018, 4.1696, 3.0235)
O (-2.3227, 4.1772, 3.6892)
O (-0.1854, 4.1481, 3.4985)
H (-1.4452, 3.0000, 1.4158)
H (-0.5734, 4.5551, 1.0821)
H (-2.3714, 4.4694, 1.1923)
C (1.6011, -2.9686, -4.0644)
N (2.0939, -2.5826, -2.7220)
O (1.2588, -2.3709, -1.8707)
O (3.2757, -2.3374, -2.5937)
H (0.7771, -3.6562, -3.8876)
H (2.3665, -3.3628, -4.7190)
H (1.1941, -2.0332, -4.4464)
C (-3.0279, 0.1237, -3.9302)
N (-2.4129, -1.2165, -4.0037)
O (-1.2485, -1.2813, -3.6816)
O (-3.0447, -2.1357, -4.4577)
H (-2.3798, 0.8312, -3.4207)
H (-3.8814, -0.0321, -3.2665)
H (-3.3307, 0.5249, -4.8907)
C (-3.9547, 3.0057, -1.4986)
N (-2.8188, 3.8117, -2.0017)
O (-3.0572, 4.7032, -2.7895)
O (-1.7156, 3.5949, -1.5261)
H (-4.1951, 2.2483, -2.2398)
H (-4.8370, 3.6210, -1.3511)
H (-3.6461, 2.5758, -0.5519)
O (4.3719, -2.4567, 1.6549)
C (3.9234, -1.3482, 1.7295)
O (3.8710, -0.6155, 2.8631)
C (4.3513, -1.2616, 4.0248)
C (4.2381, -0.3139, 5.2330)
C (3.2433, -0.6488, 0.5776)
H (5.3974, -1.5694, 3.9898)
H (3.7043, -2.1132, 4.2528)
H (3.1913, -0.1127, 5.4434)
H (4.8156, 0.6033, 5.1192)
H (4.7433, -0.8516, 6.0392)
H (2.5263, 0.0735, 0.9615)
H (2.7438, -1.3098, -0.1292)
H (3.9893, -0.1966, -0.0817)
O (3.0897, 2.9269, -3.0233)
C (2.5483, 1.8536, -2.9606)
O (2.7551, 0.8621, -3.8463)
C (3.5820, 1.0747, -4.9742)
C (4.1343, -0.2643, -5.4507)
C (1.7833, 1.3570, -1.7616)
H (4.3793, 1.8055, -4.8565)
H (2.9169, 1.4320, -5.7711)
H (4.8403, -0.0659, -6.2559)
H (3.4163, -1.0090, -5.7967)
H (4.6124, -0.7756, -4.6105)
H (2.1638, 1.7224, -0.8169)
H (1.7595, 0.2688, -1.7967)
H (0.7541, 1.6935, -1.9322)
O (-3.1134, -0.5037, 3.4162)
C (-3.2452, 0.3899, 4.2538)
O (-2.2688, 0.8115, 5.0159)
C (-1.0806, -0.0332, 5.1016)
C (0.1172, 0.4963, 4.3245)
C (-4.4711, 1.2277, 4.3221)
H (-1.3296, -1.0625, 4.8543)
H (-0.8905, -0.0562, 6.1744)
H (0.4755, -0.2318, 3.6004)
H (0.9271, 0.8296, 4.9693)
H (-0.1574, 1.3952, 3.7658)
H (-4.2561, 2.1951, 3.8671)
H (-4.6708, 1.4098, 5.3796)
H (-5.2915, 0.7100, 3.8387)

Taken from the Löwdin analysis, the atomic charges in e are: Zr 1.997; O -0.275; C -0.443; C -0.338; O -0.388; H 0.089; H 0.088; H 0.093; H 0.077; O -0.378; C -0.283; C -0.264; O -0.402; H 0.095; H 0.098; H 0.095; H 0.063; C 0.041; N -0.445; O 0.050; O 0.074; H 0.074; H 0.107; H 0.095; C 0.049; N -0.426; O 0.044; O 0.065; H 0.099; H 0.096; H 0.088; C 0.029; N -0.447; O 0.059; O 0.093; H 0.077; H 0.098; H 0.105; C 0.052; N -0.435; O 0.086; O 0.042; H 0.087; H 0.104; H 0.080; O 0.121; C -0.523; O -0.014; C -0.239; C -0.065; C 0.015; H 0.125; H 0.127; H 0.053; H 0.077; H 0.077; H 0.064; H 0.058; H 0.100; O 0.105; C -0.522; O -0.022; C -0.226; C -0.066; C 0.028; H 0.123; H 0.126; H 0.078; H 0.064; H 0.075; H 0.084; H 0.062; H 0.084; O -0.110; C -0.492; O 0.051; C -0.154; C -0.030; C 0.057; H 0.107; H 0.128; H 0.062; H 0.075; H 0.072; H 0.096; H 0.107; H 0.097

---

Values of HOMO, in order: -8.54 -3.93 -9.80 -8.50 -7.69 -10.51 -6.71 -5.23, all in eV.
Values of HOMO-LUMO gap, in order: 9.6 7.9 10.6 9.0 8.7 10.6 8.8 3.1, all in eV.